(1)
C30H24BrCoN3O4 | the ωB97M-V functional and the def2-TZVPD basis

```
! wB97M-V def2-TZVPD RIJCOSX def2/J DEFGRID3
* xyz 0 2
Co 0.5443 0.7937 -1.0524
C 1.6675 1.1523 -4.0423
O 1.0847 0.3089 -3.0303
C 0.5875 -0.9191 -3.3924
C 0.6161 -1.3983 -4.6901
C 0.1138 -2.6669 -4.9489
C -0.3998 -3.4404 -3.9187
C -0.4329 -2.9405 -2.6218
C 0.0482 -1.6737 -2.3557
N 0.0388 -1.0271 -1.0716
N -0.1122 -1.8008 -0.1017
C -0.1325 -1.3255 1.1648
C -0.0453 0.0610 1.5239
O -0.0397 0.9933 0.6956
C 0.0130 0.4186 2.9192
C -0.0649 -0.5214 3.8671
C -0.2138 -1.9270 3.5641
C -0.3357 -2.8741 4.5970
C -0.4813 -4.2076 4.3150
C -0.4930 -4.6259 2.9764
C -0.3706 -3.7148 1.9525
C -0.2394 -2.3401 2.2248
H 0.9155 1.4258 -4.7807
H 2.4931 0.6355 -4.5255
H 2.0265 2.0289 -3.5171
H 1.0293 -0.8020 -5.4937
H 0.1277 -3.0449 -5.9648
H -0.7802 -4.4345 -4.1224
H -0.8353 -3.5224 -1.8017
H 0.1233 1.4689 3.1607
H -0.0103 -0.2261 4.9122
H -0.3132 -2.5287 5.6264
H -0.5892 -4.9304 5.1153
H -0.5971 -5.6805 2.7465
H -0.3749 -4.0430 0.9215
Br 2.9320 -0.3358 4.7327
C 2.8683 0.6430 3.1096
C 2.7788 -0.0449 1.9123
C 2.6996 0.6832 0.7320
C 2.7093 2.0739 0.7405
C 2.8400 2.7389 1.9496
C 2.9107 2.0280 3.1442
C 2.5268 2.8538 -0.5384
O 3.1982 3.8461 -0.7617
O 1.5884 2.3748 -1.3015
H 2.7591 -1.1280 1.9039
H 2.6451 0.1520 -0.2093
H 2.8682 3.8236 1.9499
H 2.9952 2.5441 4.0925
N -1.2488 1.6665 -2.0828
C -2.3456 2.1824 -1.3263
C -3.1885 1.2946 -0.6736
C -4.2534 1.7749 0.0763
C -4.4778 3.1424 0.1849
C -3.6215 4.0246 -0.4607
C -2.5578 3.5476 -1.2173
H -0.7801 2.3817 -2.6212
H -1.5276 0.9119 -2.6930
H -2.9994 0.2256 -0.7456
H -4.9073 1.0744 0.5842
H -5.3117 3.5157 0.7681
H -3.7831 5.0939 -0.3838
H -1.8849 4.2398 -1.7168
*
```

The total energy is -151830.0775 eV. The value obtained for the gap between HOMO and LUMO (spin up / spin down) is 0.25653 / 0.25572 Ha.


(2)
C4H6N2S | the ωB97M-V functional and the def2-TZVPD basis

```
! wB97M-V def2-TZVPD RIJCOSX def2/J DEFGRID3
* xyz 0 1
N -0.2678 1.7795 -0.5066
C -0.0309 0.6339 0.4029
C 1.2837 -0.0277 0.1502
C 1.0673 -1.3353 -0.1256
N -0.2929 -1.5835 -0.1902
C -1.0254 -0.4602 0.0714
S -2.6866 -0.3592 0.0281
H 0.1810 2.6331 -0.1187
H -1.2950 1.8526 -0.5740
H -0.2113 0.8851 1.4893
H 2.2158 0.5241 0.3115
H 1.8043 -2.1310 -0.3843
H -0.7423 -2.4114 -0.5539
*
```

The total energy is -18060.0266 eV. The value obtained for the gap between HOMO and LUMO is 0.31549 Ha. The calculation puts the relative energy (zero: lowest compared OMol25 entry of this formula, charge and spin) at 91.34 kJ/mol. As for the structure (SMILES): N[C@@H]1C=CNC1=S.


(3)
C4H8N3S | the ωB97M-V functional and the def2-TZVPD basis

```
! wB97M-V def2-TZVPD RIJCOSX def2/J DEFGRID3
* xyz 1 1
C -1.7886 -0.2750 0.1729
C 0.8209 2.2918 -0.0766
C -0.2682 -2.0413 0.3821
C 1.1267 -0.1106 -0.0490
N -1.5891 -1.5478 0.0803
N 0.8923 1.0566 -0.7341
N -1.6929 0.8516 0.2056
S 0.9393 -1.6231 -0.9271
H 1.7884 2.3384 0.4860
H 0.6841 2.9743 -0.9541
H -0.0125 -1.7281 1.3296
H -0.2533 -3.1227 0.2655
H 1.2749 -0.0222 0.9924
H -2.3344 -2.2218 -0.0667
H 0.4234 0.7900 -1.6316
H -0.0112 2.3899 0.5250
*
```

The total energy is -19574.0328 eV. The value obtained for the gap between HOMO and LUMO is 0.31756 Ha. The calculation puts the relative energy (zero: lowest compared OMol25 entry of this formula, charge and spin) at 310.85 kJ/mol.


(4)
H18O9 | the ωB97M-V functional and the def2-TZVPD basis

```
! wB97M-V def2-TZVPD RIJCOSX def2/J DEFGRID3
* xyz 0 1
O 0.3203 -1.3932 -2.1228
H -0.4030 -1.1281 -1.5548
H -0.0959 -1.8975 -2.8219
O 0.5497 2.0543 -0.3045
H -0.1677 2.4032 0.2246
H 1.3430 2.3574 0.1372
O 0.1051 -0.2052 0.4075
H -0.1768 0.6428 0.0645
H -0.6683 -0.7640 0.3312
O -1.1590 1.1654 1.6754
H -2.0972 1.1332 1.4882
H -0.8971 0.2476 1.7479
O 1.6622 0.0808 1.9226
H 2.4326 0.2292 1.3742
H 0.9207 0.3051 1.3604
O -1.3731 -1.4081 -0.5897
H -1.1387 -2.3178 -0.4057
H -2.1534 -1.4681 -1.1408
O 1.8090 0.9626 -1.2183
H 1.1427 1.4717 -0.7566
H 2.3624 1.6192 -1.6412
O 2.0743 -0.8467 -0.3733
H 2.5138 -0.0275 -0.6014
H 1.3452 -0.5799 0.1865
O -2.7377 -0.6292 1.1705
H -2.0333 -0.8475 0.5602
H -3.4797 -1.1597 0.8802
*
```

The total energy is -18706.7747 eV. The value obtained for the gap between HOMO and LUMO is 0.22940 Ha. The calculation puts the relative energy (zero: lowest compared OMol25 entry of this formula, charge and spin) at 1482.09 kJ/mol.


(5)
C6H8O2 | the ωB97M-V functional and the def2-TZVPD basis

```
! wB97M-V def2-TZVPD RIJCOSX def2/J DEFGRID3
* xyz 0 1
C 0.0800 1.4298 0.8635
C 1.4729 -1.2393 -0.2277
C -0.9811 1.5182 -0.1677
C -0.9160 -0.1771 -1.0094
C -0.4813 0.0110 0.9206
C 0.0095 -1.0587 0.1046
O -1.8358 2.2925 -0.4636
O -1.9380 -0.6286 -1.5104
H -0.0882 0.3278 -1.5522
H 1.1054 1.4855 0.5074
H -0.0660 2.0501 1.7467
H -1.3886 -0.1351 1.4934
H -0.5290 -1.9908 0.2433
H 2.0072 -1.7066 0.6037
H 1.5786 -1.8846 -1.1010
H 1.9705 -0.2939 -0.4513
*
```

The total energy is -10442.1049 eV. The value obtained for the gap between HOMO and LUMO is 0.28100 Ha. The calculation puts the relative energy (zero: lowest compared OMol25 entry of this formula, charge and spin) at 445.91 kJ/mol.


(6)
C20H28N2 | the ωB97M-V functional and the def2-TZVPD basis

```
! wB97M-V def2-TZVPD RIJCOSX def2/J DEFGRID3
* xyz 0 1
C -1.0877 -2.5380 -0.1648
C 0.2570 -3.3364 -0.2320
C 1.4266 -2.7843 -0.7464
C 1.8490 -1.7155 0.2298
C 1.4122 -0.1902 -0.3604
C 2.2650 0.2926 -1.2227
N 3.6870 0.8119 -1.1575
C 3.6731 1.5141 -0.1173
C 2.9286 0.9931 1.1095
N 1.6276 0.7541 0.7579
C 0.5865 0.9293 1.8795
C -0.2957 1.7532 1.6812
C -1.0712 1.9664 0.5481
C -0.6423 2.5674 -0.7011
C -1.3208 2.4590 -1.7008
C -2.3004 1.5188 -1.9439
C -2.8886 0.8878 -0.8311
C -3.8664 0.2055 -1.1382
C -4.4970 -0.5758 0.0909
C -3.9105 -0.5293 1.1441
C -2.8950 0.3777 1.5792
C -2.2352 1.1529 0.4193
H -1.8693 -3.1154 0.0292
H -1.0227 -1.6087 0.3328
H -1.4251 -2.0767 -1.2014
H 0.3438 -3.8787 0.8628
H 0.0446 -4.4595 -0.7802
H 2.1655 -3.7012 -0.9609
H 1.3399 -2.4293 -1.7355
H 2.9068 -1.7970 0.3553
H 1.5496 -1.7789 1.0824
H 0.3050 -0.1834 -0.6231
H 1.7692 1.2221 -1.8550
H 2.1407 -0.3556 -2.1803
H 4.1773 -0.2236 -1.0941
H 3.3278 2.4238 -0.3326
H 4.6140 1.8530 0.3577
H 3.3831 0.2230 1.6230
H 2.8815 1.7934 1.8872
H 1.0623 0.8351 2.7233
H 0.0898 -0.1521 1.8288
H -0.9622 2.0404 2.6152
H 0.2452 2.8239 1.6929
H 0.2696 3.1780 -0.3897
H -0.9348 3.0236 -2.5446
H -2.7794 1.7543 -2.9923
H -4.4197 -0.1487 -2.0529
H -5.2410 -1.2440 -0.1695
H -4.2677 -0.9234 1.8189
H -2.3955 0.3913 2.5792
*
```

The total energy is -24156.5754 eV. The value obtained for the gap between HOMO and LUMO is 0.25582 Ha. The calculation puts the relative energy (zero: lowest compared OMol25 entry of this formula, charge and spin) at 1828.76 kJ/mol. As for the structure (SMILES): CCCC[C@@H]1CNCCN1CCc1cccc2ccccc12.


(7)
C7H11NO | the ωB97M-V functional and the def2-TZVPD basis

```
! wB97M-V def2-TZVPD RIJCOSX def2/J DEFGRID3
* xyz 0 1
C 0.2750 -1.9992 -0.3122
C 2.2509 -0.4993 0.1373
C -0.0723 0.7033 -0.8240
C 0.0265 0.5079 0.6029
C 0.7439 -0.5855 -0.0455
N 0.0554 1.1989 1.7438
C -1.6997 0.4061 -0.6188
C -2.5778 1.4054 -0.6176
O 0.3186 1.4774 -1.7089
H 0.2175 0.7085 2.6131
H -0.0079 2.2072 1.7089
H -2.0608 -0.6122 -0.6966
H 0.7022 -2.3732 -1.2464
H -0.8065 -2.0826 -0.4047
H 0.6033 -2.6702 0.4887
H 2.7483 -0.9274 -0.7373
H 2.5958 0.5324 0.2257
H 2.5719 -1.0708 1.0131
H -3.6349 1.2355 -0.7886
H -2.2493 2.4377 -0.5331
*
```

The total energy is -10970.0358 eV. The value obtained for the gap between HOMO and LUMO is 0.26336 Ha. The calculation puts the relative energy (zero: lowest compared OMol25 entry of this formula, charge and spin) at 505.62 kJ/mol.


(8)
C20H17Cl3IrN4O13S7 | the ωB97M-V functional and the def2-TZVPD basis

```
! wB97M-V def2-TZVPD RIJCOSX def2/J DEFGRID3
* xyz -2 2
Ir 1.6509 0.4517 1.2578
C 5.7015 0.8845 0.0607
S 4.4794 0.3406 1.2675
O 3.6649 1.4969 1.6514
O 5.2633 -0.2071 2.3496
O 3.6070 -0.6908 0.6378
H 6.5218 1.2750 0.6482
H 5.2426 1.6642 -0.5331
H 6.0189 0.0364 -0.5321
N -0.3353 3.2243 4.1036
C 0.4984 2.2509 3.6625
N 0.3123 1.9644 2.4079
C -0.6932 2.7842 1.9590
C -1.2977 2.9092 0.7127
C -2.3686 3.7722 0.6047
C -2.8190 4.5252 1.6909
C -2.1926 4.4650 2.9195
C -1.1327 3.5791 3.0412
H -0.3763 3.5915 5.0392
H 1.2041 1.7449 4.2919
H -0.9075 2.3523 -0.1212
H -2.8940 3.8537 -0.3338
H -3.6756 5.1706 1.5682
H -2.5269 5.0629 3.7555
Cl 2.1543 -0.4672 3.4792
C -0.4479 -2.4131 -4.0109
S 0.9329 -1.2358 -4.1744
C 2.0897 -2.0141 -3.1101
C 2.5138 -1.4789 -1.9502
S 1.7627 -0.0045 -1.3202
S 3.8434 -2.2500 -1.1334
C 4.0014 -3.5485 -2.3111
S 5.1579 -4.7081 -2.1974
S 2.8440 -3.5119 -3.6148
H -1.2419 -2.0723 -4.6661
H -0.7616 -2.3730 -2.9749
H -0.1211 -3.4103 -4.2895
O 2.2137 2.8818 -2.3912
S 2.7031 2.4116 -1.1238
O 3.1865 0.8707 -1.4268
O 1.5970 2.2322 -0.1871
O 3.8580 3.1142 -0.6537
O 0.0037 -1.1503 -1.2361
C -0.8372 -0.7243 -0.3889
O -0.5538 -0.0778 0.6338
C -2.2853 -1.0116 -0.6445
C -3.2056 -0.0301 -0.3063
C -4.5685 -0.2311 -0.5971
C -4.9903 -1.4074 -1.2016
C -4.0632 -2.3959 -1.4988
C -2.6952 -2.2081 -1.2158
N -4.5005 -3.5921 -2.1037
O -5.7111 -3.7363 -2.3263
O -3.6586 -4.4512 -2.3963
N -5.5090 0.7686 -0.2790
O -6.7026 0.5739 -0.5556
O -5.1079 1.8058 0.2681
H -2.8881 0.8832 0.1673
H -6.0334 -1.5508 -1.4441
H -2.0028 -3.0076 -1.4189
Cl -0.1142 -4.3186 2.9345
C 1.3387 -3.3970 2.5987
Cl 1.2053 -2.5342 1.0483
H 2.1685 -4.0976 2.5328
H 1.4791 -2.6341 3.3764
*
```

The total energy is -169842.2622 eV. The value obtained for the gap between HOMO and LUMO (spin up / spin down) is 0.13619 / 0.23835 Ha. The calculation puts the relative energy (zero: lowest compared OMol25 entry of this formula, charge and spin) at 497.69 kJ/mol.